Entry 1:
The following is a DFT calculation (ωB97M-V/def2-TZVPD) of a structure of composition C14H25Cl2N2OP2Pb at a distorted geometry.

Properties
HOMO (alpha / beta)   -18.94 / -18.96 eV
Spin multiplicity   1
Calculated total energy   -2528.01541 Eh
F_max   5.23 eV/A
Frontier orbital gap (alpha / beta)   4.9298 / 5.4539 eV
Total charge   +3

XYZ file:
```
47
Properties=species:S:1:pos:R:3:forces:R:3
C -2.164 -0.098 -4.846 -1.0893 0.5046 -0.5865
C -1.300 -0.204 -3.657 -0.2080 -0.5702 1.6036
H -3.214 -0.010 -4.540 0.2759 -0.1089 -0.0017
H -2.082 -1.011 -5.464 0.1949 0.3652 0.2155
H -1.900 0.787 -5.471 -0.0393 -0.8005 0.4379
O -1.572 -0.528 -2.513 0.6695 0.5959 -1.8449
Cl 0.380 0.194 -4.090 0.3896 -0.1462 0.3618
Pb 1.535 0.439 0.561 0.2597 -0.6906 0.0682
P 0.521 -2.605 -0.648 -0.4522 -5.1292 -0.8931
C -0.759 -3.552 0.278 -0.7502 1.8317 0.9257
C 0.175 -3.416 -2.255 -0.2897 1.9949 -0.9834
H 0.312 -4.497 -2.152 0.0430 0.2330 0.3214
H 1.930 -4.621 -0.644 -0.4169 0.3151 0.0165
H 0.860 -3.017 -3.010 -0.1652 -0.2539 -0.1142
H 2.863 -3.086 -0.758 0.0374 -0.4259 0.0966
H -1.737 -3.198 -0.076 0.1072 -0.2167 0.2284
H -0.855 -3.171 -2.529 0.1723 -0.1855 -0.1822
C 2.022 -3.594 -0.272 1.1411 1.5671 0.7083
H -0.671 -4.630 0.084 0.4394 0.3151 -0.2030
H 2.189 -3.556 0.807 0.1673 -0.2212 -0.1372
H -0.668 -3.338 1.349 -0.2068 -0.2694 -0.1327
P 0.269 2.892 -0.712 -0.7170 3.8401 -1.3494
C -1.060 3.888 0.046 -0.4750 -1.0617 1.3110
C 1.635 4.095 -0.597 1.1201 -0.8352 0.8701
H 0.541 2.794 -3.100 -0.2600 0.2425 -0.1327
H -0.223 4.336 -2.574 0.0761 -0.2504 0.3430
H -1.187 2.819 -2.632 0.2395 0.1207 -0.1127
C -0.197 3.247 -2.429 -0.0405 -1.6881 -0.8887
H 2.554 3.687 -1.040 -0.1627 0.2449 0.0770
H 1.348 5.006 -1.136 -0.0992 -0.2807 0.1332
H -1.004 4.912 -0.348 0.2575 -0.2984 -0.0328
H -0.907 3.898 1.130 -0.2595 0.2953 -0.0816
H 1.824 4.323 0.461 0.0963 0.1159 -0.2772
H -2.049 3.467 -0.174 0.2209 0.0919 0.0677
Cl 3.604 -0.913 0.716 -0.7816 0.6539 0.1828
N -0.427 0.164 7.774 0.2555 -0.3220 -2.6721
C -0.328 0.025 6.616 -0.3340 0.1316 2.0727
C -0.213 -0.120 5.182 0.0365 0.0336 0.0747
C 0.444 -1.224 4.613 0.5266 -0.0439 0.0735
C 0.762 -1.176 3.264 -0.6951 0.0939 -0.0631
N 0.256 -0.203 2.462 0.2634 0.1570 -0.1860
C -0.566 0.761 2.969 0.4954 -0.1762 0.3366
C -0.743 0.871 4.339 -0.3299 0.0678 -0.1820
H 0.796 -2.059 5.228 -0.1140 0.4260 -0.1888
H 1.371 -1.950 2.771 -0.1838 0.4826 0.4179
H -1.056 1.460 2.268 0.4611 -0.4163 0.3929
H -1.307 1.711 4.750 0.1234 -0.3294 -0.0909
```
Forces are in eV/Å.


Entry 2:
The following is a DFT calculation (ωB97M-V/def2-TZVPD) of a structure of composition C14H25ClNPSr at a distorted geometry.

Properties
HOMO   -6.11 eV
Spin multiplicity   1
Calculated total energy   -1435.08668 Eh
F_max   7.01 eV/A
Frontier orbital gap   5.7860 eV
Total charge   0

XYZ file:
```
43
Properties=species:S:1:pos:R:3:forces:R:3
C 1.314 -0.188 -3.524 -0.2260 -0.0116 -0.2133
C 2.126 -0.449 -2.412 -0.3560 0.2027 -0.4535
C 1.579 -0.425 -1.124 0.8205 -0.2883 -1.5142
C 0.248 -0.123 -0.944 -0.9086 0.3930 1.8371
C -0.589 0.087 -2.032 0.4932 -0.1162 -1.5160
C -0.058 0.057 -3.346 -0.0179 0.0225 0.4475
C 2.517 -0.844 -0.023 0.8536 -0.0472 0.1410
C 2.296 -0.527 1.401 1.6943 -1.5134 2.3388
N 1.601 0.693 1.700 4.2529 4.8592 2.7181
Sr -0.258 -1.100 1.431 -1.4024 -3.6972 -0.8122
C -2.089 0.245 -1.832 -0.0155 -0.2151 0.6066
P -2.367 0.368 0.003 0.2496 -0.0127 -0.7269
H 3.182 -0.683 -2.556 -0.1866 0.0608 -0.0059
H -0.733 0.213 -4.202 0.4691 -0.0730 0.3171
H 1.743 -0.201 -4.543 -0.2840 -0.0124 0.6869
H -2.647 -0.640 -2.190 0.2411 0.2973 -0.0029
H -2.505 1.142 -2.322 0.0809 -0.2965 0.0809
H 2.615 -1.919 -0.060 0.0844 -0.4558 -0.1311
H 3.511 -0.447 -0.221 0.3121 -0.0937 -0.7945
H 0.853 0.380 1.225 -4.5220 1.6977 -1.1135
C -4.176 0.321 0.138 -0.3102 0.1757 -0.0311
C -2.040 2.155 0.179 -0.1694 0.3290 0.3305
H 2.045 -1.213 2.255 0.7275 0.1434 -1.1346
C 1.832 1.915 0.782 0.7319 -0.9131 -0.2665
C 1.856 1.157 3.229 -0.5746 -1.6102 -0.1655
H -1.912 -2.526 2.550 0.4500 3.2632 2.3756
H 2.303 2.748 1.275 0.2130 0.0124 0.4199
H 2.456 1.545 -0.034 -0.1401 0.3933 0.0904
H 0.865 2.198 0.386 0.0271 0.0100 0.0001
H 2.456 2.075 3.259 -0.3383 -0.3451 -0.5389
H 0.928 1.310 3.817 0.2817 -0.0490 -0.6699
H 2.470 0.345 3.728 -0.8320 0.7824 -1.0025
H -2.774 2.705 -0.425 0.1916 0.0703 0.1995
H -2.148 2.422 1.239 -0.0209 0.2072 -0.2454
H -1.028 2.414 -0.153 -0.3419 -0.1892 -0.0079
H -4.636 1.003 -0.588 -0.1407 -0.1715 0.1905
H -4.520 -0.708 -0.030 0.0027 0.3007 0.0284
H -4.441 0.619 1.161 -0.1278 -0.0681 -0.2576
H -1.825 -1.661 3.150 -0.7929 -3.2575 -1.8896
Cl -0.857 -3.906 1.110 -1.5586 -1.2529 1.4346
C 0.145 -3.359 -0.155 1.3015 1.7847 -1.0310
H 1.065 -3.946 -0.201 -0.3462 0.0294 -0.0265
H -0.403 -3.255 -1.097 0.1336 -0.3453 0.3074
```
Forces are in eV/Å.


Entry 3:
The following is a DFT calculation (ωB97M-V/def2-TZVPD) of an isolated molecule of C14H25FIO9PS2 at a distorted geometry.

Properties
HOMO   -9.34 eV
Spin multiplicity   1
Calculated total energy   -2760.96144 Eh
F_max   1.34 eV/A
Frontier orbital gap   9.2387 eV
SMILES   CCOC(=O)CCC[C@@]1(CSCC)[C@@H](I)OS(=O)(=O)[C@@H](O)[C@]1(F)CP(=O)(O)O
Total charge   0

XYZ file:
```
53
Properties=species:S:1:pos:R:3:forces:R:3
C 2.420 -3.711 2.584 -0.0701 0.1104 0.0555
C 1.155 -4.392 2.066 0.4036 -0.0639 -0.4576
O 1.334 -4.947 0.734 0.0099 -0.1956 0.6281
C 0.755 -4.202 -0.240 0.3335 0.3765 0.1837
O -0.187 -4.598 -0.841 -0.7393 -0.4542 -0.5540
C 1.429 -2.897 -0.532 0.0891 0.3118 -0.3202
C 0.644 -2.008 -1.498 0.2796 -0.0923 -0.2542
C 1.170 -0.566 -1.519 -0.0602 -0.1545 0.0491
C 0.414 0.490 -0.635 0.7861 -0.3396 -0.2905
C -0.299 -0.210 0.524 -0.3370 -0.1031 0.0285
S -0.772 0.835 1.928 0.1436 0.1060 0.1607
C -2.325 0.031 2.398 -0.2588 0.0326 -0.3927
C -3.216 0.957 3.226 -0.0894 -0.0853 0.1171
C 1.476 1.473 -0.123 -0.1987 0.1064 0.5119
I 2.795 0.642 1.361 -0.0075 -0.0322 0.0003
O 2.377 1.890 -1.134 -0.2003 -0.0051 -0.2147
S 1.873 2.637 -2.453 0.1941 0.1593 -0.6168
O 1.920 4.049 -2.242 -0.1389 -0.0969 0.1900
O 2.621 2.068 -3.524 -0.0009 0.0053 0.3696
C 0.108 2.145 -2.670 -0.1557 -0.3361 -0.4543
O 0.080 1.559 -3.939 -0.0015 0.0243 0.0564
C -0.577 1.205 -1.592 -0.2311 0.2661 -0.0081
F -1.162 0.167 -2.328 -0.0352 0.0231 0.1666
C -1.821 1.937 -1.049 0.2741 -0.1545 0.3583
P -1.755 3.630 -0.409 -0.9763 0.6625 -0.6324
O -2.584 4.522 -1.235 0.3230 -0.2427 0.1141
O -2.220 3.656 1.109 0.1839 -0.0197 0.1084
O -0.210 4.027 -0.374 0.0226 0.0705 0.2399
H 3.186 -3.697 1.812 0.0346 -0.0730 -0.0584
H 2.226 -2.677 2.866 0.0170 0.0285 0.0707
H 2.822 -4.233 3.449 0.0614 -0.0012 0.0485
H 0.884 -5.239 2.686 -0.1334 -0.0170 0.0407
H 0.316 -3.699 2.024 -0.1164 -0.0028 0.1586
H 2.380 -3.160 -1.008 0.1088 -0.0136 0.1241
H 1.712 -2.380 0.385 -0.0424 -0.0408 0.1173
H 0.801 -2.426 -2.493 -0.1268 0.0150 -0.0607
H -0.427 -2.085 -1.338 -0.0494 0.0662 0.1490
H 2.216 -0.596 -1.213 0.0267 0.0881 0.0953
H 1.194 -0.218 -2.549 -0.0518 0.0792 -0.0184
H -1.208 -0.670 0.135 -0.0633 0.0490 -0.0105
H 0.311 -1.022 0.907 0.1453 0.0289 -0.0630
H -2.127 -0.911 2.904 0.0955 0.0071 0.1012
H -2.831 -0.221 1.465 -0.0280 -0.0023 -0.0282
H -2.914 1.998 3.148 0.0376 0.0679 -0.0491
H -3.228 0.685 4.279 0.0964 -0.0005 0.0470
H -4.239 0.898 2.861 -0.0512 0.0064 0.0502
H 1.031 2.322 0.386 0.0906 0.1124 -0.0887
H -0.419 3.096 -2.714 0.0972 0.1273 0.2733
H -0.695 1.881 -4.411 0.0193 -0.0580 -0.0270
H -2.474 2.030 -1.918 -0.0483 0.1079 -0.0365
H -2.371 1.338 -0.325 0.1410 -0.1682 0.0326
H -1.470 3.646 1.718 -0.0924 -0.2113 0.0763
H -0.119 4.951 -0.653 0.2904 -0.0744 -0.0876
```
Forces are in eV/Å.